A:
DFT (ωB97M-V/def2-TZVPD) results for 2 unconnected molecules or ions with the total composition C6H6O2.

Computed properties:
**Highest occupied orbital energy**: -0.34323 hartree
**LUMO**: -1.35 eV

Last column: Mulliken charge in e.
Element x y z (Å)
O -2.6937 -0.9006 0.2522  -0.544
H -0.3655 -1.6592 -0.6872  0.060
C -2.1068 0.5063 -0.0655  -0.222
H 0.0577 2.7057 0.3631  0.233
C 0.4132 1.5857 0.0365  -0.525
C 1.5695 -0.4357 -0.1095  0.550
C 0.1327 -0.6003 -0.4747  -0.499
C 1.7078 1.0686 0.0195  -0.281
H -2.4657 0.8456 1.0872  0.201
C -0.6695 0.4436 -0.0838  0.619
O 2.5066 -1.2857 0.2607  -0.564
H 2.8072 1.3545 0.0702  0.352
H -2.7533 0.9180 -0.8332  0.274
H -2.0648 -2.0839 -0.0385  0.346


B:
DFT (ωB97M-V/def2-TZVPD) results for a single C6H6O2 molecule.

Computed properties:
**Highest occupied orbital energy**: -0.28486 hartree
**LUMO**: 0.42 eV

Last column: Mulliken charge in e.
Element x y z (Å)
H -1.6243 -1.8456 2.0027  0.244
O -2.6797 1.6521 -0.6826  -0.390
H -2.0012 -2.5102 0.3358  0.242
C 1.6816 -0.3546 -0.1174  -1.541
H 1.4709 2.1381 -0.3911  0.326
C -0.6715 -0.9135 0.4048  -0.230
H 1.8443 -1.4106 0.0812  0.376
H 2.0751 -0.1183 -1.1058  0.374
C -1.5281 1.5001 -0.5604  0.576
O 0.6800 2.2277 -0.9356  -0.587
C 0.2086 -0.0497 -0.0468  1.015
C -1.4572 -1.7951 0.9359  -0.900
C -0.2322 1.2588 -0.5497  0.120
H 2.2336 0.2209 0.6290  0.374


Each structure's energy above the most stable one, in hartree: A 0.1261; B 0.0000.


A:
DFT (ωB97M-V/def2-TZVPD) results for 2 unconnected molecules or ions with the total composition C9H14.

Computed properties:
**<S²>**: 0.7611
**Highest occupied orbital energy (alpha / beta)**: 0.03376 / -0.11899 hartree
**LUMO (alpha / beta)**: 3.96 / 3.89 eV
**Multiplicity**: 2
**Net charge**: -1

Last column: Mulliken spin population.
Element x y z (Å)
C 0.5981 -2.0212 -0.9677  -0.100
C 1.6348 -1.3971 1.1683  0.005
H -1.6152 -0.7241 1.3123  0.071
H 0.1561 3.2915 -2.1059  -0.003
H 1.2069 0.3586 3.2642  0.005
H 2.5270 -1.3613 1.7863  0.001
C 0.4544 -0.8270 1.6029  0.003
H -0.5269 0.5795 2.8824  -0.003
C -0.5949 2.5370 -2.4086  0.047
H 2.6178 -2.4323 -0.5515  0.058
H 0.0736 -0.8235 3.7619  0.023
C -0.6846 -0.8663 0.7580  0.329
H -1.9758 2.1999 -0.6158  -0.006
H 0.6369 -2.4778 -1.9469  0.001
C -1.1167 1.7796 -1.1299  0.009
C 1.7550 -1.9117 -0.1653  0.410
C 0.2853 -0.1412 2.9367  -0.012
H -0.2501 1.5288 -0.5295  -0.005
H -1.5515 0.8668 -1.5496  0.013
C -0.5987 -1.4922 -0.5177  0.139
H -0.0674 1.8991 -3.1013  -0.010
H -1.4905 -1.6337 -1.1296  0.031
H -1.4736 3.0686 -2.7537  -0.009


B:
DFT (ωB97M-V/def2-TZVPD) results for 2 unconnected molecules or ions with the total composition C9H14.

Computed properties:
**<S²>**: 0.7592
**Highest occupied orbital energy (alpha / beta)**: 0.05034 / -0.12916 hartree
**LUMO (alpha / beta)**: 3.70 / 3.62 eV
**Multiplicity**: 2
**Net charge**: -1

Last column: Mulliken spin population.
Element x y z (Å)
H -3.0916 0.9101 -2.2354  0.039
C -0.6065 0.8052 0.0535  0.555
H -2.3912 -1.9386 0.9004  -0.004
H 3.8027 -2.3472 0.5729  -0.006
C 2.8433 -1.9471 0.9168  -0.015
C -0.9117 2.5363 -1.7729  -0.113
H -1.4691 3.3919 -1.4182  0.026
H 2.3296 -2.6640 1.5619  0.006
H 3.5123 -0.6262 2.5851  -0.022
H -1.0929 2.3937 -2.8401  0.011
C -2.1486 -1.0361 0.3530  -0.096
C -2.8738 -0.5703 -0.7264  0.325
C -1.3420 1.2887 -1.0364  -0.317
C 2.9213 -0.6339 1.6601  0.085
H 1.9436 -0.3077 1.9719  -0.011
C -1.0029 -0.3463 0.7077  0.041
H 3.4104 0.1578 1.0814  -0.021
C -2.4778 0.5860 -1.4012  0.226
H -0.3462 -0.6892 1.5037  0.105
H 0.1392 2.7254 -1.5959  0.047
H -3.7872 -1.0349 -1.0846  0.029
H 0.3536 1.2675 0.2663  0.098
H 2.2852 -1.9212 -0.0233  0.015


Each structure's energy above the most stable one, in hartree: A 0.0071; B 0.0000.


A:
DFT (ωB97M-V/def2-TZVPD) results for 2 unconnected molecules or ions with the total composition C9H14.

Computed properties:
**<S²>**: 0.7602
**Highest occupied orbital energy (alpha / beta)**: 0.03335 / -0.12556 hartree
**LUMO (alpha / beta)**: 3.79 / 3.74 eV
**Multiplicity**: 2
**Net charge**: -1

Last column: Mulliken spin population.
Element x y z (Å)
H -1.1773 -0.1434 -3.7842  0.008
C 0.6433 -2.0381 3.0702  -0.002
C 0.6147 -1.3880 1.7153  0.052
H -2.1791 0.3785 -0.2499  0.011
C -0.5182 1.4967 0.5193  0.304
C -0.5840 0.4176 -1.6751  -0.215
H 1.1056 -1.4696 3.8823  -0.010
C 0.6384 2.1891 0.1506  0.223
H 1.0146 -3.0553 3.0391  -0.007
H 0.2302 -0.3476 1.8623  0.017
H -0.9357 1.7339 1.4926  -0.019
C -1.3744 -0.3101 -2.7212  -0.047
H 2.1233 2.3929 -1.4514  -0.087
C -1.1720 0.7002 -0.4811  0.178
H 1.1058 0.9699 -3.0253  0.133
H 1.5141 -1.4809 1.0908  -0.023
C 0.7041 0.9739 -2.0154  0.688
C 1.2202 1.8994 -1.0968  -0.319
H 1.2349 2.8470 0.7702  0.078
H -0.0608 -1.9309 1.0389  0.008
H -0.4054 -2.2547 3.3595  0.003
H -1.2629 -1.3969 -2.7337  0.017
H -2.4795 -0.1835 -2.7570  0.008


B:
DFT (ωB97M-V/def2-TZVPD) results for 2 unconnected molecules or ions with the total composition C9H14.

Computed properties:
**<S²>**: 0.7607
**Highest occupied orbital energy (alpha / beta)**: 0.03588 / -0.11790 hartree
**LUMO (alpha / beta)**: 3.74 / 3.65 eV
**Multiplicity**: 2
**Net charge**: -1

Last column: Mulliken spin population.
Element x y z (Å)
H -1.9451 1.4313 -2.0975  -0.001
H 2.1472 2.0511 0.1583  0.011
H 3.0171 1.0420 2.3904  0.005
H -2.1968 -1.3630 1.0175  -0.007
C 0.5354 0.6620 0.1135  0.339
H -0.9478 -1.1755 -2.5699  -0.006
C 0.4494 -1.0685 1.7726  -0.090
H 0.1609 1.1452 -0.7849  0.005
H -1.2814 -0.5448 -4.1840  -0.041
H -3.0571 0.0644 -2.1959  -0.003
C 2.3062 0.5479 1.7571  0.155
C 1.6706 -0.6231 2.2722  0.281
H -2.7481 1.1813 -3.5543  -0.002
C 1.7477 1.1638 0.6483  -0.065
H -1.9968 0.3539 0.2974  0.029
H -0.1859 0.3252 -2.9948  -0.019
H 2.2112 -1.2889 2.9574  0.008
C -0.1934 -0.4070 0.7368  0.236
C -1.0880 -0.2643 -3.1430  0.169
H -1.7221 -1.0736 -0.6427  0.015
C -2.3089 0.6238 -2.7405  -0.002
H 0.0535 -1.9893 2.1950  0.002
C -1.6258 -0.6900 0.3849  -0.019


C:
DFT (ωB97M-V/def2-TZVPD) results for 2 unconnected molecules or ions with the total composition C9H14.

Computed properties:
**<S²>**: 0.7602
**Highest occupied orbital energy (alpha / beta)**: 0.03757 / -0.12251 hartree
**LUMO (alpha / beta)**: 3.93 / 3.89 eV
**Multiplicity**: 2
**Net charge**: -1

Last column: Mulliken spin population.
Element x y z (Å)
C -1.1052 1.3615 0.2020  -0.123
H 0.4068 2.7431 -0.4766  0.094
H -1.5063 2.0298 0.9594  0.007
H -2.5159 -0.1757 0.6651  0.028
H 0.3330 -2.4227 -2.3742  0.024
C -0.0683 -0.4208 -1.7317  -0.126
C 0.8407 -0.8881 3.6032  0.023
C -0.0262 1.7566 -0.6045  0.402
H -1.5839 -1.8037 -0.9905  0.095
H 0.8093 -1.9046 3.2080  0.008
C 0.4993 -1.4043 -2.7303  -0.079
H 1.5208 1.0676 2.9387  -0.002
H 2.4505 -0.3217 2.2817  -0.002
C -1.1601 -0.8065 -0.9036  0.447
H 0.0576 -1.2488 -3.7176  0.029
H 1.4673 -0.8828 4.4973  0.000
C 0.4749 0.8272 -1.5774  0.091
H 1.3066 1.1380 -2.2086  0.031
H 1.5828 -1.2817 -2.8206  0.005
H -0.1885 -0.5874 3.7956  -0.015
H 0.8629 0.0202 1.6433  -0.038
C -1.6673 0.1096 0.0475  0.062
C 1.4610 0.0520 2.5549  0.040


Each structure's energy above the most stable one, in hartree: A 0.0268; B 0.0234; C 0.0000.


A:
DFT (ωB97M-V/def2-TZVPD) results for a single C2H6N4OS molecule.

Computed properties:
**SMILES**: N/N=C(\NN)C(=O)S
**Highest occupied orbital energy**: -0.33563 hartree
**LUMO**: 0.15 eV

Last column: Mulliken charge in e.
Element x y z (Å)
H 1.7140 0.0587 -1.1883  0.360
N -1.1248 -0.1151 0.3211  -0.298
H 1.2420 -1.8746 0.8046  0.297
N -1.1272 -1.4636 0.5723  -0.599
C -0.0731 0.3393 -0.2572  0.189
S -1.3689 2.8465 -0.3086  -0.198
C -0.0058 1.7847 -0.6769  0.687
H 1.7994 -0.4081 1.2462  0.240
H -0.6584 -2.0131 -0.1843  0.266
N 1.7555 -1.0436 0.4921  -0.602
H -2.0804 1.9109 0.3169  0.178
H -2.0889 -1.7810 0.7127  0.263
N 1.0417 -0.4378 -0.5950  -0.224
O 0.9749 2.1970 -1.2554  -0.560


B:
DFT (ωB97M-V/def2-TZVPD) results for a single C2H6N4OS molecule.

Computed properties:
**SMILES**: [H]/N=C\N(N)C(=O)NS
**Highest occupied orbital energy**: -0.36404 hartree
**LUMO**: 0.60 eV

Last column: Mulliken charge in e.
Element x y z (Å)
S 0.7618 -0.0500 2.0059  -0.101
C -0.9159 0.3992 -0.0494  0.423
N 0.1050 0.3711 -1.0067  0.325
H 0.0030 2.2088 -1.8142  0.251
N -0.0319 1.2400 -2.1002  -0.774
H 1.7125 -0.4976 -1.9763  0.412
N -0.6894 -0.2722 1.1352  -0.332
H -0.9119 1.0596 -2.5867  0.261
N 0.9913 -1.8798 -0.7057  -0.721
C 0.9688 -0.7362 -1.2153  0.070
H -1.5200 -0.2958 1.7200  0.289
H 0.1538 -1.9799 -0.1310  0.338
H 1.2902 -1.2192 1.6060  0.164
O -1.9823 0.9165 -0.3229  -0.605


C:
DFT (ωB97M-V/def2-TZVPD) results for a molecular structure, C2H6N4OS.

Computed properties:
**Highest occupied orbital energy**: -0.32749 hartree
**LUMO**: -0.72 eV

Last column: Mulliken charge in e.
Element x y z (Å)
N 1.5722 0.5523 1.1787  -0.680
C 2.0018 0.0476 -0.0269  0.736
N -0.9518 -1.4684 0.6100  -0.659
H -3.5113 -0.3636 0.6951  0.324
C -1.4738 -0.5039 -0.0422  0.470
H 0.0061 -1.5211 0.5662  0.296
H 2.1564 0.9287 1.8712  0.247
H 1.2137 0.0571 -2.0331  0.274
H 0.9572 1.9112 0.5252  0.301
N 1.0504 0.1290 -0.9619  -0.294
H -3.1086 -0.3941 -1.3831  0.351
S -0.3849 0.8447 -0.5689  -0.158
N -2.7169 -0.0419 -0.1586  -0.580
O 3.1896 -0.1775 -0.2717  -0.628


Each structure's energy above the most stable one, in hartree: A 0.0229; B 0.0000; C 0.1680.